No. 1
{"formula": "C34H77AsCl4F6N3O18Zn", "method": "ωB97M-V with the def2-TZVPD basis set", "species": ["Zn", "As", "F", "F", "F", "F", "F", "F", "C", "C", "C", "O", "C", "N", "H", "H", "H", "H", "H", "H", "H", "H", "H", "H", "H", "C", "C", "C", "O", "C", "N", "H", "H", "H", "H", "H", "H", "H", "H", "H", "H", "H", "C", "C", "C", "O", "C", "N", "H", "H", "H", "H", "H", "H", "H", "H", "H", "H", "H", "C", "C", "O", "C", "O", "O", "C", "H", "H", "H", "H", "H", "H", "H", "H", "C", "C", "O", "C", "O", "O", "C", "H", "H", "H", "H", "H", "H", "H", "H", "C", "C", "O", "C", "O", "O", "C", "H", "H", "H", "H", "H", "H", "H", "H", "C", "C", "O", "C", "O", "O", "C", "H", "H", "H", "H", "H", "H", "H", "H", "C", "C", "O", "C", "O", "O", "C", "H", "H", "H", "H", "H", "H", "H", "H", "C", "Cl", "Cl", "H", "H", "C", "Cl", "Cl", "H", "H"], "positions_angstrom": [[-1.109, 19.710, -41.693], [-4.589, 16.864, -38.175], [-3.257, 16.155, -37.225], [-4.706, 18.178, -36.995], [-5.956, 17.540, -39.077], [-4.503, 15.490, -39.348], [-5.734, 15.978, -37.145], [-3.457, 17.757, -39.253], [2.514, 13.671, -37.137], [2.532, 13.428, -38.596], [3.172, 12.076, -38.996], [4.525, 12.037, -38.586], [5.153, 10.863, -39.022], [1.224, 13.642, -39.113], [1.875, 13.053, -36.506], [2.055, 14.650, -36.996], [3.512, 13.770, -36.710], [3.118, 14.302, -38.878], [3.188, 12.080, -40.086], [2.726, 11.188, -38.548], [6.163, 10.812, -38.617], [5.257, 10.909, -40.106], [4.631, 9.953, -38.724], [0.937, 12.841, -39.657], [0.624, 13.706, -38.303], [0.690, 15.551, -44.565], [-0.066, 16.820, -44.166], [-1.612, 16.687, -44.310], [-2.273, 17.918, -43.853], [-3.712, 17.803, -44.110], [0.300, 17.275, -42.842], [1.772, 15.625, -44.458], [0.478, 15.248, -45.591], [0.439, 14.621, -44.055], [0.214, 17.613, -44.860], [-1.900, 15.833, -43.698], [-1.941, 16.492, -45.331], [-3.875, 17.711, -45.183], [-4.151, 18.707, -43.688], [-4.124, 16.954, -43.564], [1.267, 17.567, -42.849], [0.306, 16.446, -42.264], [-3.399, 9.459, -39.603], [-2.910, 9.155, -41.022], [-4.002, 8.751, -42.021], [-4.847, 7.617, -41.565], [-4.200, 6.308, -41.500], [-2.312, 10.415, -41.470], [-2.645, 9.985, -39.017], [-3.755, 8.584, -39.058], [-4.243, 10.143, -39.689], [-2.060, 8.474, -41.031], [-3.662, 8.652, -43.051], [-4.663, 9.604, -42.173], [-3.965, 6.084, -42.541], [-4.942, 5.584, -41.164], [-3.267, 6.346, -40.938], [-1.868, 10.309, -42.371], [-3.049, 11.053, -41.735], [0.535, 15.593, -31.387], [0.582, 17.066, -31.782], [1.582, 17.740, -30.952], [2.850, 17.754, -31.306], [3.355, 17.524, -32.399], [3.559, 18.088, -30.165], [4.981, 18.058, -30.178], [-0.258, 14.989, -31.828], [0.191, 15.556, -30.354], [1.518, 15.128, -31.464], [-0.390, 17.556, -31.740], [0.757, 17.133, -32.855], [5.299, 17.024, -30.042], [5.357, 18.557, -29.285], [5.375, 18.499, -31.093], [4.280, 22.671, -37.252], [3.276, 21.504, -37.261], [2.178, 21.812, -36.489], [0.924, 21.568, -36.937], [0.598, 21.250, -38.104], [0.005, 21.759, -35.979], [0.283, 22.048, -34.613], [3.720, 23.606, -37.261], [4.776, 22.661, -38.223], [5.052, 22.732, -36.485], [3.767, 20.617, -36.862], [2.953, 21.173, -38.248], [0.606, 23.089, -34.586], [1.121, 21.452, -34.253], [-0.586, 21.972, -33.959], [-11.624, 19.678, -37.023], [-10.548, 20.310, -37.915], [-10.962, 21.605, -38.358], [-11.019, 22.714, -37.495], [-10.656, 22.636, -36.284], [-11.407, 23.827, -38.164], [-11.555, 23.807, -39.587], [-11.292, 18.768, -36.524], [-12.625, 19.575, -37.441], [-11.817, 20.388, -36.219], [-10.610, 19.641, -38.773], [-9.562, 20.207, -37.462], [-12.445, 23.248, -39.876], [-10.708, 23.355, -40.102], [-11.756, 24.802, -39.984], [-9.852, 14.721, -41.027], [-11.252, 14.949, -41.592], [-11.331, 16.151, -42.374], [-12.342, 16.427, -43.321], [-13.240, 15.691, -43.733], [-12.117, 17.688, -43.798], [-11.177, 18.651, -43.252], [-9.684, 13.776, -40.509], [-9.672, 15.496, -40.282], [-9.148, 14.985, -41.816], [-12.057, 15.025, -40.860], [-11.526, 14.055, -42.153], [-11.480, 18.962, -42.252], [-11.136, 19.571, -43.835], [-10.181, 18.212, -43.210], [-4.798, 25.309, -37.988], [-5.205, 23.969, -38.686], [-5.624, 24.225, -40.102], [-5.034, 23.551, -41.002], [-4.140, 22.683, -40.797], [-5.268, 24.036, -42.171], [-6.201, 25.103, -42.548], [-3.943, 25.750, -38.501], [-4.611, 25.245, -36.916], [-5.641, 25.960, -38.220], [-6.050, 23.642, -38.082], [-4.312, 23.362, -38.539], [-6.112, 25.252, -43.624], [-5.995, 26.076, -42.101], [-7.219, 24.798, -42.308], [-10.754, 13.543, -34.083], [-10.759, 14.411, -32.563], [-12.296, 13.300, -35.024], [-9.987, 14.057, -34.662], [-10.340, 12.579, -33.788], [-6.842, 21.166, -31.990], [-8.457, 20.578, -31.842], [-5.735, 20.781, -30.672], [-6.451, 20.892, -32.970], [-6.979, 22.237, -32.142]], "lowdin_charge": [1.2893, 0.8462, -0.2959, -0.2857, -0.2953, -0.3195, -0.2901, -0.3471, -0.0774, -0.4573, -0.1809, -0.1890, -0.1160, 0.0920, 0.0934, 0.0856, 0.0932, 0.1419, 0.1217, 0.1350, 0.0937, 0.0867, 0.0895, 0.0813, 0.0836, -0.0382, -0.4088, -0.1498, -0.2921, -0.0510, 0.0914, 0.0886, 0.0953, 0.0895, 0.1434, 0.1342, 0.1358, 0.0954, 0.0923, 0.1012, 0.0936, 0.1052, -0.0489, -0.4349, -0.1620, -0.1936, -0.0662, 0.0350, 0.0767, 0.0791, 0.0854, 0.1330, 0.1178, 0.1192, 0.0813, 0.0913, 0.0797, 0.0694, 0.0720, -0.0626, -0.1831, 0.0391, -0.5577, 0.0970, -0.0310, -0.0541, 0.0803, 0.0771, 0.0824, 0.1219, 0.1124, 0.0939, 0.0918, 0.0926, -0.0443, -0.2397, 0.0143, -0.5054, 0.0387, 0.0051, -0.0264, 0.0788, 0.0714, 0.0786, 0.1269, 0.1132, 0.0964, 0.0972, 0.1015, -0.0746, -0.2057, -0.0387, -0.4476, 0.0749, 0.0012, -0.0519, 0.0817, 0.0786, 0.0634, 0.1113, 0.1284, 0.0940, 0.0914, 0.0939, -0.0588, -0.2267, -0.0370, -0.4704, 0.1164, -0.0238, -0.0351, 0.0831, 0.0713, 0.0767, 0.1240, 0.1171, 0.0881, 0.0883, 0.0870, -0.0621, -0.1264, 0.0697, -0.6533, 0.0373, 0.0217, 0.0125, 0.0724, 0.0832, 0.0722, 0.1239, 0.1160, 0.0943, 0.0966, 0.0970, -1.0217, 0.5193, 0.4636, 0.0225, 0.0161, -1.1059, 0.5439, 0.5105, 0.0299, 0.0212], "e_homo_ev": -11.09, "charge": 1, "orbital_gap_ev": 1.4, "e_above_lowest_ev": 13.618, "molar_mass_g_mol": 1212.11, "largest_force_ev_per_a": 5.28}

No. 2
{"formula": "C6H11ClSi2", "method": "ωB97M-V with the def2-TZVPD basis set", "species": ["C", "C", "C", "C", "C", "C", "Si", "Si", "Cl", "H", "H", "H", "H", "H", "H", "H", "H", "H", "H", "H"], "positions_angstrom": [[-2.565, 0.483, 0.276], [1.421, -2.640, -1.407], [0.871, 2.394, -0.730], [-1.998, -0.706, 0.074], [0.707, -1.613, -1.092], [0.762, 2.324, 0.610], [-0.150, -1.177, 0.528], [0.912, 0.612, 1.453], [0.306, 0.829, 3.370], [-3.597, 0.849, 0.156], [-2.065, 1.385, 0.717], [1.897, -2.712, -2.401], [1.469, -3.522, -0.703], [0.747, 3.307, -1.257], [1.423, 1.617, -1.335], [-2.641, -1.276, -0.570], [0.314, -0.798, -1.688], [0.067, 2.889, 1.145], [-0.305, -2.536, 1.302], [2.424, 0.289, 1.548]], "lowdin_charge": [-0.1013, -0.0889, -0.0983, -0.2860, -0.3680, -0.3168, 0.5229, 0.0593, 0.2586, 0.0559, 0.0401, 0.0636, 0.0737, 0.0421, 0.0744, 0.0411, 0.0415, 0.0224, -0.0056, -0.0309], "e_homo_ev": [-6.43, -9.76], "orbital_gap_ev": [7.1, 6.9], "s2": 2.01, "spin_multiplicity": 3, "e_above_lowest_ev": 0.000, "molar_mass_g_mol": 174.78, "largest_force_ev_per_a": 8.54}

No. 3
{"formula": "C43H60Br2HoNP2S5SeSi", "method": "ωB97M-V with the def2-TZVPD basis set", "species": ["Ho", "C", "Si", "C", "C", "C", "C", "C", "C", "P", "C", "C", "C", "C", "C", "C", "C", "C", "C", "C", "C", "C", "C", "C", "C", "C", "C", "C", "P", "C", "C", "C", "C", "C", "C", "C", "C", "C", "C", "C", "C", "H", "H", "H", "H", "H", "H", "H", "H", "H", "H", "H", "H", "H", "H", "H", "H", "H", "H", "H", "H", "H", "H", "H", "H", "H", "H", "H", "H", "H", "H", "H", "H", "H", "H", "H", "H", "H", "H", "H", "H", "H", "H", "H", "H", "H", "H", "H", "H", "H", "H", "H", "H", "H", "H", "H", "Br", "C", "Br", "H", "H", "Se", "C", "N", "C", "S", "C", "C", "S", "S", "C", "S", "S", "H", "H", "H"], "positions_angstrom": [[-0.689, 1.357, -0.899], [2.258, 3.797, 0.634], [1.354, 2.144, 0.833], [2.818, 0.918, 1.082], [3.703, 1.099, 2.158], [4.824, 0.303, 2.333], [5.101, -0.711, 1.419], [4.246, -0.910, 0.350], [3.111, -0.111, 0.172], [1.970, -0.403, -1.227], [2.064, -2.232, -1.457], [1.960, -3.022, -0.127], [1.226, -4.362, -0.302], [1.602, -4.998, -1.640], [1.084, -4.140, -2.812], [0.954, -2.657, -2.431], [2.745, 0.274, -2.767], [4.058, -0.298, -3.328], [5.342, 0.292, -2.735], [5.326, 1.821, -2.796], [4.091, 2.365, -2.078], [2.812, 1.816, -2.717], [0.612, 2.309, 2.607], [1.286, 3.091, 3.558], [0.794, 3.300, 4.841], [-0.418, 2.735, 5.208], [-1.124, 1.977, 4.285], [-0.626, 1.754, 2.996], [-1.626, 0.807, 1.779], [-3.360, 0.884, 2.395], [-4.335, 0.569, 1.244], [-5.783, 0.753, 1.695], [-6.132, -0.102, 2.943], [-4.908, -0.842, 3.485], [-3.736, 0.117, 3.696], [-0.830, -0.873, 1.800], [-1.337, -1.752, 0.635], [-2.429, -2.744, 1.019], [-1.950, -3.611, 2.179], [-1.687, -2.733, 3.399], [-0.637, -1.654, 3.114], [3.229, 3.790, 1.146], [1.652, 4.613, 1.048], [2.445, 4.016, -0.424], [3.509, 1.881, 2.887], [5.482, 0.470, 3.177], [5.976, -1.339, 1.542], [4.472, -1.699, -0.361], [3.024, -2.463, -1.925], [1.484, -2.417, 0.649], [2.962, -3.223, 0.251], [0.138, -4.222, -0.270], [1.477, -5.026, 0.528], [1.207, -6.012, -1.711], [2.692, -5.086, -1.691], [0.110, -4.510, -3.143], [1.756, -4.237, -3.668], [-0.014, -2.467, -1.954], [0.972, -2.041, -3.333], [1.966, 0.014, -3.481], [4.047, -0.046, -4.397], [4.073, -1.389, -3.283], [6.197, -0.104, -3.289], [5.468, -0.013, -1.695], [5.311, 2.148, -3.845], [6.234, 2.227, -2.344], [4.073, 3.458, -2.115], [4.144, 2.084, -1.021], [2.747, 2.184, -3.747], [1.940, 2.217, -2.195], [2.216, 3.582, 3.278], [1.348, 3.915, 5.542], [-0.823, 2.892, 6.202], [-2.079, 1.569, 4.584], [-3.448, 1.958, 2.580], [-4.187, -0.454, 0.885], [-4.132, 1.216, 0.398], [-6.447, 0.508, 0.864], [-5.940, 1.815, 1.908], [-6.920, -0.819, 2.708], [-6.527, 0.539, 3.736], [-4.623, -1.644, 2.798], [-5.150, -1.324, 4.434], [-2.881, -0.417, 4.109], [-4.037, 0.842, 4.458], [0.174, -0.526, 1.518], [-0.501, -2.322, 0.242], [-1.690, -1.134, -0.189], [-2.692, -3.352, 0.150], [-3.336, -2.216, 1.321], [-1.029, -4.129, 1.887], [-2.691, -4.377, 2.415], [-1.345, -3.335, 4.243], [-2.636, -2.283, 3.701], [0.338, -2.150, 3.052], [-0.561, -0.957, 3.951], [-0.047, 4.129, -2.283], [-1.013, 5.237, -1.036], [-1.410, 4.359, 0.632], [-1.952, 5.492, -1.501], [-0.388, 6.089, -0.814], [0.144, 1.690, -5.743], [-0.152, 1.133, -4.108], [-0.335, 0.757, -3.005], [-2.388, -1.861, -3.563], [-3.222, -0.634, -2.526], [-3.427, 0.699, -3.645], [-3.357, 1.973, -3.236], [-3.072, 2.552, -1.607], [-3.648, 3.155, -4.484], [-3.882, 2.079, -5.815], [-4.251, 2.559, -7.334], [-3.816, 0.425, -5.325], [-2.380, -2.791, -2.990], [-1.370, -1.542, -3.785], [-2.940, -2.030, -4.486]], "lowdin_charge": [0.8028, -0.2483, 0.4755, -0.2988, -0.0896, -0.0727, -0.0737, -0.1217, -0.3809, 1.0574, -0.4336, -0.1939, -0.1955, -0.1894, -0.1735, -0.2218, -0.4274, -0.1743, -0.1902, -0.1919, -0.1928, -0.2241, -0.3229, -0.1107, -0.0733, -0.0772, -0.0884, -0.3802, 1.0003, -0.4040, -0.2380, -0.1674, -0.1790, -0.2092, -0.1936, -0.4162, -0.2225, -0.1766, -0.1825, -0.1849, -0.1658, 0.0326, 0.0155, -0.0093, 0.0855, 0.1031, 0.1054, 0.1022, 0.0974, 0.0858, 0.1039, 0.0942, 0.1130, 0.1066, 0.1129, 0.1057, 0.1101, 0.0843, 0.1017, 0.0573, 0.1241, 0.0960, 0.1105, 0.0881, 0.1169, 0.1092, 0.1118, 0.0999, 0.1081, 0.0034, 0.0899, 0.1051, 0.1045, 0.0760, 0.1121, 0.0927, 0.0252, 0.1101, 0.1126, 0.1047, 0.1070, 0.0902, 0.1163, 0.0770, 0.1137, 0.0671, 0.0668, 0.0296, 0.1170, 0.0821, 0.1069, 0.1142, 0.1157, 0.0805, 0.1179, 0.1044, 0.6990, -0.9568, 0.6788, -0.0004, 0.0098, 0.6306, -0.9761, -0.1510, -0.3837, 0.8157, -1.0027, -1.1346, 0.4047, 0.8947, -1.5142, 0.5397, 0.9109, 0.0355, 0.0150, 0.0204], "e_homo_ev": [-7.12, -7.12], "orbital_gap_ev": [7.1, 7.2], "s2": 6.00, "spin_multiplicity": 5, "molar_mass_g_mol": 1245.03, "largest_force_ev_per_a": 1.06}

No. 4
{"formula": "C4H11NO2S", "method": "ωB97M-V with the def2-TZVPD basis set", "species": ["C", "C", "O", "N", "C", "C", "S", "H", "H", "H", "H", "H", "H", "H", "H", "H", "O", "H", "H"], "positions_angstrom": [[-0.243, -2.042, 2.058], [-0.344, -0.966, 0.980], [-0.708, 0.159, 1.261], [-0.152, -1.414, -0.272], [-0.004, -0.590, -1.459], [1.337, 0.205, -1.510], [1.592, 1.681, -0.450], [-1.222, -2.052, 2.531], [0.564, -1.697, 2.699], [-0.028, -3.050, 1.715], [-0.017, -2.394, -0.403], [-0.827, 0.068, -1.713], [0.250, -1.260, -2.283], [2.135, -0.513, -1.310], [1.451, 0.588, -2.516], [0.723, 1.334, 0.499], [-2.481, 1.148, -0.365], [-2.065, 1.002, 0.478], [-3.139, 1.838, -0.262]], "lowdin_charge": [0.0170, -0.5282, -0.0129, 0.0769, -0.2073, -0.5337, 0.6947, 0.0895, 0.0896, 0.0721, 0.1307, 0.1001, 0.1155, 0.0605, 0.0527, -0.1776, -0.0585, -0.0171, 0.0362], "e_homo_ev": -8.63, "smiles": "CC(=O)NCCS.O", "orbital_gap_ev": 9.3, "e_above_lowest_ev": 0.351, "molar_mass_g_mol": 137.20, "largest_force_ev_per_a": 2.08}